Entry from OMol25: a molecular structure, C8H19Cl3I2NOPtSbSi in a non-equilibrium geometry (wB97M-V/def2-TZVPD).

ORCA input file:
```
! RIJCOSX wB97M-V def2-TZVPD def2/J DEFGRID3
* xyz 2 5
Pt -2.457 1.489 2.042
I -0.320 0.974 3.395
N -3.946 -2.215 0.157
C -3.822 -1.091 0.848
O -2.742 -0.472 0.887
C -5.090 -0.619 1.517
I -4.696 0.517 3.269
H -3.159 -2.564 -0.369
H -4.810 -2.730 0.105
H -5.738 -1.436 1.817
H -5.631 0.041 0.841
C 4.209 1.065 0.981
C 3.509 1.086 -0.369
Sb 1.426 0.456 -0.345
C 1.668 -1.687 -0.067
C 2.013 -2.135 1.346
C 0.857 0.574 -2.422
C 1.786 -0.257 -3.304
H 5.233 1.414 0.842
H 4.273 0.065 1.406
H 3.741 1.733 1.705
H 3.934 0.382 -1.088
H 3.473 2.087 -0.799
H 2.452 -1.920 -0.792
H 0.717 -2.101 -0.401
H 2.945 -1.706 1.708
H 2.140 -3.218 1.352
H 1.221 -1.900 2.058
H 0.882 1.634 -2.671
H -0.179 0.238 -2.460
H 2.815 0.103 -3.273
H 1.445 -0.173 -4.337
H 1.775 -1.316 -3.043
Cl -0.679 2.929 -0.588
Si -2.555 3.148 0.319
Cl -2.784 5.074 0.803
Cl -3.903 2.530 -1.068
*
```

Computed properties:
HOMO level (spin up / spin down), eV: -14.481 / -15.592
Kohn-Sham gap (spin up / spin down), Ha: 0.3008 / 0.2196